# 1
Density functional theory data (wB97M-V/def2-TZVPD) for a gas-phase ion, C3H8NS3 (charge +1) at a distorted geometry.

As for the spin multiplicity: 1. The HOMO-LUMO gap comes out at 9.53 eV. As for the SMILES: S[N+]1(S)CCSC1. As for the charge: +1. For the energy above the lowest of the compared OMol25 structures with the same formula, charge and spin, the calculation gives 277.8 kJ/mol. The HOMO energy is -13.87 eV. The value obtained for the molar mass is 154.3 u.

Element x y z (Å)
N -0.8144 -0.1327 -0.1211
S 1.6613 -0.9819 -0.5640
H 2.0279 0.1568 1.4235
S -1.2949 -1.6297 0.6825
C 0.2316 -0.4374 -1.4627
H -0.2925 1.6915 0.4272
S -2.2202 0.8412 -0.5826
H 0.1094 -2.0762 0.7738
H 2.0972 1.2869 0.1543
H -0.3085 -1.1337 -2.0289
H -3.0166 0.3271 0.3308
C 0.0591 0.7385 0.8144
H 0.5187 0.5023 -2.1019
C 1.4879 0.4732 0.5021
H -0.2461 0.3741 1.7525

Cartesian forces, eV/Å:
N 1.596 0.329 -1.490
S -0.200 0.075 -0.486
H -0.391 0.222 -0.417
S 1.711 -0.917 -0.188
C 0.226 2.167 1.166
H 0.539 0.539 1.280
S -0.025 -0.194 -1.040
H -2.081 0.667 -0.187
H -0.269 0.593 -0.551
H -0.523 -1.159 -0.774
H -0.477 -0.226 0.553
C -0.844 -0.213 -2.577
H -1.200 -1.300 1.625
C 2.231 -1.166 1.615
H -0.294 0.584 1.472

=====

# 2
Density functional theory data (wB97M-V/def2-TZVPD) for a molecular structure, C24H20BrCl5IrN4O2S.

As for the spin multiplicity: 2. The HOMO-LUMO gap (alpha / beta) comes out at 7.06 / 4.93 eV. As for the charge: +2. For the energy above the lowest of the compared OMol25 structures with the same formula, charge and spin, the calculation gives 0.0 kJ/mol. The HOMO energy (alpha / beta) is -13.72 / -13.69 eV. The value obtained for the molar mass is 877.9 u.

Element x y z (Å)
C 0.2622 -4.3530 6.8384
C 2.7038 1.0542 -0.6682
C 1.4769 3.4390 0.1962
H 0.3833 -0.8285 5.2618
Cl -0.8311 2.0072 0.7242
C -0.4677 -2.8149 5.1252
H -3.1837 -2.1472 2.0584
H -2.3513 -1.7064 -2.1155
C 2.7920 3.4620 -0.2671
H -3.7495 -1.4307 -0.1806
C 1.3368 -2.6397 -1.8305
H -2.4159 -0.8726 -5.2529
H 3.3674 -4.0557 -0.4107
C 1.1184 -3.3816 7.3399
Cl 0.6540 4.8347 0.7299
C -1.3216 -2.6070 3.9686
N -2.8930 -0.8882 -0.2331
C 0.3803 -1.8357 5.6552
Br 0.4124 -0.7797 2.5844
Cl 5.0069 2.3280 -1.2702
Cl 3.5258 -0.3610 -1.2121
H 1.8394 -4.9736 -0.3859
C -4.4579 2.2583 -2.5890
C -3.0993 0.2804 -2.3848
C 0.8585 2.2091 0.1956
C -1.1884 -1.8453 2.8746
H 1.2474 -2.0923 -3.7833
O -0.9758 -0.3664 -1.5388
N -1.9512 -1.1975 0.7102
H -3.8519 1.4038 -0.7218
H 1.7348 -3.5990 8.2017
H 1.8004 -1.3538 7.1777
C -3.0357 0.1843 -3.7758
H -5.0146 3.0642 -2.1329
H -1.2225 -4.8163 5.3698
S 0.9366 -2.3491 -0.1640
C -2.1947 -1.7549 1.8330
H -4.9220 2.8553 -4.5969
C -3.6988 1.1076 -4.5694
Ir -0.1458 -0.3126 0.1627
H 3.1194 -5.4200 -1.5157
N 0.9494 -1.8845 -2.8430
H 2.3484 -3.9010 -3.0078
H -3.6558 1.0238 -5.6489
C 2.6351 -4.5852 -1.0190
H 0.2093 -5.3262 7.3061
C -2.3574 -0.7454 -1.5845
H 0.3319 -1.0969 -2.6980
H -2.2305 -3.2060 3.9599
C 1.1642 -2.1207 6.7582
O -2.2927 -0.8367 -4.2970
C 1.3932 1.0020 -0.2064
C 3.3972 2.2744 -0.7002
C -4.4064 2.1379 -3.9729
C -0.5405 -4.0657 5.7504
C -3.8019 1.3310 -1.8009
N 2.0861 -3.7074 -2.0527
Cl 3.6431 4.9389 -0.3027

Cartesian forces, eV/Å:
C 0.002 0.003 0.000
C 0.043 0.080 0.053
C -0.106 -0.003 0.025
H -0.002 0.001 -0.008
Cl -0.011 -0.047 0.005
C 0.012 -0.010 0.003
H 0.004 -0.008 0.004
H 0.013 0.004 0.039
C 0.074 0.002 -0.023
H 0.000 0.018 -0.023
C 0.126 0.061 0.015
H -0.009 -0.011 0.003
H -0.012 0.005 0.007
C -0.001 0.001 0.000
Cl 0.007 -0.008 -0.002
C -0.026 0.002 0.005
N -0.038 0.013 0.108
C -0.008 0.013 0.006
Br 0.025 0.031 -0.039
Cl 0.004 -0.001 -0.005
Cl -0.021 -0.030 0.041
H 0.001 -0.008 -0.006
C 0.001 -0.001 -0.017
C -0.027 0.002 -0.109
C 0.023 0.087 -0.094
C -0.009 0.006 -0.019
H 0.001 0.015 -0.004
O -0.021 0.331 -0.015
N 0.080 -0.044 -0.097
H 0.001 -0.002 -0.021
H 0.000 -0.001 0.000
H 0.000 0.001 0.000
C -0.012 0.019 0.000
H 0.000 0.001 0.004
H -0.001 0.000 0.000
S -0.251 -0.045 -0.038
C 0.029 0.053 0.033
H -0.001 0.000 0.001
C 0.002 0.009 0.003
Ir 0.075 -0.299 0.248
H 0.011 0.006 -0.001
N -0.085 0.058 0.045
H -0.032 -0.034 -0.004
H 0.000 0.001 0.000
C 0.008 -0.005 -0.011
H 0.000 -0.001 0.000
C 0.091 -0.174 -0.041
H -0.010 -0.037 -0.006
H -0.006 0.011 0.010
C 0.000 -0.004 0.002
O 0.011 0.010 0.008
C 0.021 -0.024 -0.130
C -0.005 -0.024 -0.001
C 0.004 -0.002 0.001
C 0.006 -0.004 -0.013
C -0.008 -0.015 0.049
N 0.046 0.015 0.004
Cl -0.019 -0.016 0.002

=====

# 3
Density functional theory data (wB97M-V/def2-TZVPD) for a molecular structure, C17H25N8O2V at a distorted geometry.

As for the spin multiplicity: 4. The HOMO-LUMO gap (alpha / beta) comes out at 8.16 / 8.82 eV. As for the charge: +1. For the energy above the lowest of the compared OMol25 structures with the same formula, charge and spin, the calculation gives 0.0 kJ/mol. The HOMO energy (alpha / beta) is -11.02 / -11.81 eV. The value obtained for the molar mass is 424.4 u.

Element x y z (Å)
N 0.1989 0.6317 4.2669
N -1.4862 0.4407 -2.0461
H 1.7454 -2.1024 3.8699
H 1.6562 -4.8033 -2.5453
H -3.1240 1.3281 -4.0318
H -0.7897 -4.1290 -1.9312
H 0.1617 3.4511 -2.8596
C 1.2981 1.4596 -1.7515
C -0.4904 0.0051 5.2051
H 0.3582 -3.9148 -0.7176
H 1.3109 2.5530 -4.4482
H -0.5241 4.0560 -4.3875
C -0.1617 -2.0168 2.7701
C -1.1550 -1.2950 4.8997
O 0.9826 -1.6862 -2.9340
C -2.8399 2.3678 -3.7740
H 2.2146 1.0894 -4.1117
C -0.7055 -1.9170 1.4777
H -1.4574 0.1384 7.1748
H -1.7991 -2.9420 3.8782
C -0.7388 3.6223 -3.4219
C -1.0476 -2.1512 3.9109
H 1.2292 2.5108 -1.4282
N 0.0076 -1.6628 0.3868
H -3.4226 2.6698 -2.9291
H 0.9719 0.8436 -0.9141
H -1.9121 -1.6054 5.6022
O 2.9331 -2.7558 -3.3598
C 1.9773 -1.8156 1.7719
H -1.3288 4.2989 -2.7869
C 1.3598 -1.6755 0.5630
C 0.6845 1.8324 4.5888
H 2.3310 1.1470 -1.9831
C -0.8257 0.6324 6.4329
C -0.8710 1.3311 -2.8326
H -0.4586 2.4748 7.5613
C 1.7728 -2.7442 -3.0048
N 0.4972 2.4687 5.7326
H 0.6749 0.9866 -5.0386
C 1.1763 1.4934 -4.2408
H 1.2404 2.4239 3.8658
N 1.0663 -3.9662 -2.6809
H -1.8217 -1.9458 1.4012
H 3.0403 -1.7710 1.7267
N -1.4089 2.3240 -3.5441
H -3.0803 3.1212 -4.5098
N 0.5099 1.2502 -2.9644
H -2.4337 0.7340 -1.7807
C 1.2143 -1.9545 2.9282
C -0.2970 1.9065 6.6543
N 0.0743 -3.6613 -1.6730
V -0.4672 -1.5355 -1.6985
H 1.9595 -1.5412 -0.3393

Cartesian forces, eV/Å:
N 0.748 0.230 -0.354
N 0.436 0.600 -0.693
H -0.566 0.234 -0.052
H -0.524 0.830 0.206
H -0.266 0.813 -0.297
H 0.161 -0.409 0.258
H 0.419 0.284 -0.167
C 0.416 -0.386 -0.340
C -1.378 0.040 0.761
H -0.090 -0.182 -0.615
H -0.129 0.162 -0.267
H -0.023 0.217 -0.177
C 0.535 -0.072 -0.578
C -0.068 0.475 1.293
O 0.950 -0.299 -0.018
C 0.156 -1.121 -0.255
H -0.988 0.083 -0.382
C -1.227 0.510 0.755
H 0.219 0.145 -0.322
H 0.330 -0.029 -0.001
C -0.307 -0.033 0.482
C -0.628 -0.374 -0.775
H 0.437 -0.205 0.002
N 0.980 -0.469 0.359
H -0.204 0.126 1.062
H -0.238 -0.033 -0.093
H -0.083 0.344 0.472
O -1.002 -0.144 0.323
C -0.411 0.114 -0.015
H -0.160 -0.093 -0.435
C -0.544 0.447 -0.980
C -0.388 0.181 0.377
H -0.367 0.432 0.246
C 0.427 0.101 -0.202
C 1.013 -1.314 0.786
H -0.113 -0.071 0.024
C 0.230 -0.210 -0.602
N -0.320 0.365 0.462
H -0.267 -0.220 -0.421
C 1.420 0.024 1.246
H 0.057 -0.519 -0.224
N 0.281 1.027 0.615
H 1.081 0.012 -0.172
H 0.635 -0.106 0.480
N -0.988 0.932 0.151
H 0.110 -0.246 -0.671
N -0.588 -0.516 0.698
H 0.478 -0.171 -0.297
C 0.639 -0.380 -0.594
C 0.419 -0.922 -0.810
N 0.003 -0.780 -0.308
V -0.550 0.564 -0.093
H -0.162 0.015 0.151

=====

# 4
Density functional theory data (wB97M-V/def2-TZVPD) for a molecular structure, C34H57FeN8Si at a distorted geometry.

As for the spin multiplicity: 6. The HOMO-LUMO gap (alpha / beta) comes out at 7.56 / 4.79 eV. As for the charge: +2. For the energy above the lowest of the compared OMol25 structures with the same formula, charge and spin, the calculation gives 139.3 kJ/mol. The HOMO energy (alpha / beta) is -12.07 / -12.07 eV. The value obtained for the molar mass is 661.8 u.

Element x y z (Å)
H 4.5118 -1.9178 2.9818
H -2.4749 4.8599 -0.2556
H -5.0522 -2.8044 -3.3778
H 2.8170 -1.7722 3.4642
C 1.1211 1.5532 -1.8085
H -3.3453 2.7652 3.0245
H -2.1881 2.3721 -1.6156
C 0.3248 2.7668 -3.8086
N 3.2050 -1.2041 1.4970
N -2.0390 1.6849 1.7574
H -4.6332 -3.1721 -0.5243
H -3.9039 -3.9814 -2.7543
H 2.7641 -2.4373 -0.1146
H -4.7446 -0.3541 -2.9120
H 1.1194 -3.3880 -1.5149
H -1.6404 -4.3096 -3.8102
C 2.6519 2.1067 -3.6573
C -2.6735 0.3931 1.6751
H 0.8706 3.5845 0.2482
N 3.9396 0.9606 1.1509
H 4.6682 1.4392 -3.4525
H -2.3102 -4.5505 -0.4121
C 0.3276 -0.0783 5.4035
C 3.4529 0.8430 -1.8014
C -2.3539 4.3720 0.7159
C -2.3114 2.4149 2.9760
H -3.4091 -2.8224 -3.9941
H -0.4586 -2.0660 5.7270
C 3.6146 -1.3035 2.8825
H -2.2585 5.1526 1.4729
C -0.2258 -1.6340 3.6564
H -0.7091 -4.0601 0.0894
Fe -0.0342 -0.8678 0.3177
H 1.1214 -1.6353 -1.8537
H -2.2892 -0.1668 0.8112
H 1.0902 1.7827 4.6191
H 4.0927 2.6884 -0.0590
H -1.7473 3.2827 -3.8559
H -2.1414 1.7517 3.8274
C 1.3630 2.1365 -3.0894
Si -1.7456 -2.2926 -1.4396
C -4.5613 -2.1318 -0.8271
C 3.6840 1.4746 -3.0143
H 4.2547 0.2852 -1.3400
H 5.5362 -0.3747 1.4059
C 3.6614 2.3512 0.8882
H -1.5319 -1.8386 -4.5222
C -4.0097 -2.9556 -3.0997
H 0.8147 1.1380 6.9769
N 0.1254 -0.7870 2.6787
H -0.5918 -2.6010 3.3404
H -0.5540 -4.9041 -2.5539
N -0.5303 1.3461 0.0330
H -4.2556 -1.5415 0.0345
H 5.9613 1.1939 0.7121
C 2.2087 0.8735 -1.1676
C -0.6594 -4.1841 -3.3618
N -1.1719 3.5320 0.6759
H 0.8874 1.0689 2.2651
C -1.2494 2.1741 0.7720
H -2.4879 -0.1769 2.5858
C 0.9618 -2.6327 -2.2812
H -2.1295 -3.3590 0.8564
C -1.7180 -3.6976 -0.0922
H 2.5870 2.5160 0.8646
C -0.1478 -1.3386 4.9954
H 3.0984 -3.2635 1.4138
H 0.1807 -2.0575 -4.8171
H -0.3592 -0.7584 -3.7561
H -3.7574 0.5175 1.5715
H 1.7104 -2.7837 -3.0568
C -0.5519 -1.7880 -4.0570
C -0.9477 2.8189 -3.3003
H 0.5498 3.1936 -4.7739
H 2.8078 2.5686 -4.6187
C -0.1883 1.7263 -1.2612
C 0.5926 0.4078 3.0665
H -0.1278 4.5276 -0.8722
C 0.7083 0.8043 4.3747
H -3.5403 0.1862 -1.7456
H 5.6033 1.0705 2.4371
C -3.7365 -0.5310 -2.5405
H -3.2410 3.7796 0.9131
H 0.1514 5.1134 0.7738
H -5.5576 -1.8008 -1.1137
C 2.6098 -2.4030 0.9612
N 0.3995 0.2674 6.6949
N 2.0549 0.1278 -0.0114
C -0.4433 -2.7508 -2.8763
H 1.5260 -2.4628 1.1782
H 3.8063 -0.3218 3.3010
C 3.0590 -0.0249 0.8425
C -0.0073 4.2180 0.1692
H 0.0827 -4.4294 -4.1213
H -3.0430 -0.3395 -3.3561
H -1.6360 3.2597 3.0593
H 0.1301 -0.3790 7.4173
C -1.1941 2.3048 -2.0357
C -3.6120 -1.9614 -2.0128
H 4.0915 2.9467 1.6945
C 5.3320 0.6905 1.4507

Cartesian forces, eV/Å:
H 0.002 0.045 0.021
H -0.020 -0.030 -0.002
H -0.124 0.082 0.055
H -0.030 0.010 0.013
C 0.022 0.005 0.169
H 0.029 0.038 -0.007
H -0.087 -0.009 0.042
C -0.464 -0.008 0.136
N -0.204 -0.044 -0.089
N 0.065 -0.038 -0.161
H -0.022 -0.151 0.129
H -0.025 -0.189 -0.042
H -0.075 -0.072 -0.009
H -0.147 0.000 -0.031
H 0.105 -0.111 0.192
H -0.094 -0.092 -0.076
C 0.445 -0.273 0.119
C -0.186 -0.165 -0.085
H 0.027 -0.003 -0.025
N -0.202 -0.278 -0.007
H 0.108 0.003 -0.101
H -0.201 -0.109 -0.225
C -0.049 -0.042 -0.313
C -0.850 -0.158 0.590
C -0.203 0.089 0.020
C -0.118 0.112 0.246
H 0.018 -0.065 -0.183
H -0.034 -0.149 0.064
C 0.138 -0.014 0.331
H -0.028 -0.040 0.031
C -0.132 -0.196 0.124
H 0.200 -0.045 -0.003
Fe 0.946 2.273 0.524
H 0.199 0.075 -0.050
H -0.324 0.137 0.140
H 0.059 0.150 -0.052
H -0.040 -0.029 0.025
H -0.075 0.033 -0.106
H -0.001 -0.002 -0.010
C 0.047 0.009 0.007
Si -0.252 -1.608 -0.692
C 0.258 -0.062 0.047
C -0.304 0.420 -0.547
H 0.073 -0.088 0.042
H 0.024 0.002 0.004
C -0.124 0.297 0.013
H -0.117 0.072 -0.104
C 0.457 -0.077 0.030
H -0.049 -0.006 0.029
N -0.019 -0.030 -1.186
H -0.052 -0.097 0.008
H -0.003 -0.152 0.089
N 0.049 -1.596 1.157
H 0.000 0.092 0.155
H -0.014 -0.017 -0.013
C 1.023 0.426 -1.309
C -0.281 0.080 0.273
N -0.022 -0.365 0.099
H 0.045 0.166 -0.074
C 0.285 0.209 0.102
H 0.042 -0.060 -0.023
C -0.388 0.027 0.108
H -0.123 0.036 0.116
C 0.206 0.880 -0.331
H -0.008 0.020 -0.022
C -0.009 0.046 -0.151
H -0.121 -0.069 0.014
H 0.114 -0.031 -0.069
H 0.005 0.165 -0.006
H 0.059 -0.115 -0.083
H 0.163 0.004 -0.082
C -0.156 0.051 0.190
C 0.509 0.185 -0.519
H 0.031 0.032 -0.090
H 0.003 0.079 -0.123
C -0.612 0.513 -1.338
C 0.112 0.224 0.091
H -0.002 -0.060 -0.016
C 0.019 -0.145 0.039
H 0.030 0.189 0.068
H 0.008 -0.030 0.009
C 0.187 -0.097 0.005
H -0.061 0.000 0.032
H 0.015 -0.025 0.001
H -0.147 0.021 -0.055
C 0.051 0.167 -0.380
N 0.023 -0.029 0.196
N -1.272 -1.399 1.253
C -0.261 0.558 0.571
H 0.092 -0.202 0.094
H 0.015 0.059 -0.001
C -0.160 0.377 -0.023
C 0.324 0.112 -0.068
H 0.122 0.033 -0.077
H 0.079 0.103 -0.101
H -0.023 0.073 0.010
H 0.050 0.058 -0.006
C 0.507 -0.552 0.664
C 0.641 0.486 0.515
H -0.016 -0.003 0.018
C 0.299 -0.092 0.048

=====

We obtain E_tot values of -1368.065532, -6672.973756, -2195.119548, -3320.528035 Ha for the records listed above, in that order.